<w>
Formula: CHNO2S
Source: the OMol25 dataset
Level of theory: ωB97M-V with the def2-TZVPD basis set

Results
- charge = 0
- spin multiplicity = 1
- molecular weight (g/mol) = 91.09
- orbital gap (eV) = 8.314
- HOMO level (hartree) = -0.35308

Each line ends with the Mulliken charge.
Element x y z (Å)
C: -0.092 0.443 -0.484  0.36
N: 0.922 0.289 0.263  -0.19
O: -0.632 0.988 -2.014  -0.51
O: -1.211 -1.580 0.863  -0.40
S: -0.817 -0.192 0.989  0.48
H: 1.830 0.052 0.382  0.27

<x>
Formula: CHNO2S
Source: the OMol25 dataset
Level of theory: ωB97M-V with the def2-TZVPD basis set

Results
- charge = 0
- spin multiplicity = 1
- molecular weight (g/mol) = 91.09
- orbital gap (spin up / spin down) (eV) = 6.308 / 6.565
- HOMO level (spin up / spin down) (hartree) = -0.36006 / -0.36804

Each line ends with the Mulliken charge.
Element x y z (Å)
C: -0.054 -0.747 -0.077  0.55
N: -0.399 0.508 -0.189  -0.17
O: 0.899 -1.227 0.327  -0.39
O: 0.249 1.310 0.540  -0.24
S: -1.547 -1.560 -0.779  -0.03
H: 0.853 1.716 0.179  0.27

Quick one: most stable of them? <w>